(1)
This record from the Open Molecules 2025 dataset describes C37H33AlN6O8PS4Se as an isolated structure. The level of theory is wB97M-V/def2-TZVPD.

HOMO   -5.6 eV
Energy relative to the best compared isomer or geometry (same formula, charge and spin)   17.8 kcal/mol
Electronic energy   -188804.7802 eV

Geometry as ORCA input:
```
! RIJCOSX wB97M-V def2-TZVPD def2/J DEFGRID3
* xyz -1 1
Se -0.1580 2.5335 -1.9185
S -1.8155 -3.0126 1.7972
S -3.0085 2.1919 0.8720
S -1.3425 4.2311 2.2298
S 1.0559 -1.5885 2.9753
P -0.9211 -1.6645 -2.6688
Al 0.1304 0.3151 0.1616
O 0.4968 -2.8448 3.4200
O 4.3505 0.6222 1.3402
O 2.4794 -1.4888 2.8301
O -0.6885 3.8154 -1.0914
O -0.7697 1.1350 -1.1397
O -0.6950 2.4928 -3.4370
O 1.4613 2.3264 -1.8128
O 1.7782 0.9773 0.8432
N 0.3902 -1.2347 1.5247
N -1.5884 -0.8010 0.5248
N 0.6314 2.3764 2.2278
N -0.4543 2.8476 6.6091
N -0.4571 1.8301 1.5355
N 1.5915 -0.4161 -1.2531
C -1.3600 -6.1590 -1.6275
C 3.1150 -1.0398 -3.0300
C 2.3908 -1.9972 -5.1033
C 4.1367 3.8542 3.9160
C -2.8465 -1.2810 0.2368
C 4.2262 1.6635 2.1832
C -0.1152 1.7681 5.7982
C -3.1782 -1.9507 -6.1485
C 1.0900 -1.9915 -4.6338
C 1.7433 1.8719 1.7933
C 2.9898 3.4190 3.2813
C 3.4117 -1.5307 -4.2865
C 0.7775 -1.5296 -3.3543
C -1.4549 2.6420 1.4993
C 1.2096 1.3402 5.7055
C 1.8027 -1.0221 -2.5530
C -0.7647 0.0225 4.2691
C 5.3364 3.1811 3.6914
C 3.0090 2.3213 2.4185
C 5.3816 2.1009 2.8340
C -2.4366 -2.3238 -5.0338
C -0.9114 -1.6108 1.3108
C 1.5513 0.2962 4.8706
C -3.4758 3.9179 0.5724
C -3.3902 -0.6074 -6.4286
C -1.0523 -3.4864 -2.4224
C -1.9109 -1.3539 -4.1825
C -3.0411 4.7220 1.7815
C -2.3234 -4.0417 -2.2369
C -2.1282 -0.0028 -4.4700
C -2.8573 0.3654 -5.5922
C 0.0603 -4.2956 -2.1931
C -2.4777 -5.3637 -1.8482
C -0.0941 -5.6220 -1.8047
C 0.5691 -0.3512 4.1355
C -3.1509 -2.4439 0.8396
C -1.1042 1.0694 5.1014
H 6.3041 1.5660 2.6427
H -3.7003 4.5489 2.6327
H -4.5533 3.9539 0.4158
H -3.4852 -0.7060 -0.4187
H 3.9072 -0.6436 -2.4037
H -3.0134 5.7868 1.5489
H -4.0729 -3.0022 0.7984
H 1.7080 0.6248 -1.4589
H 0.2927 -2.3613 -5.2669
H -3.9675 -0.3213 -7.2999
H -3.4714 -5.7704 -1.6982
H -1.4766 -7.1881 -1.3084
H 4.1064 4.7109 4.5783
H -3.5839 -2.7119 -6.8045
H 0.3021 3.4838 6.7971
H -1.6965 0.7631 -3.8264
H -2.9379 4.2279 -0.3221
H -2.2649 -3.3740 -4.8317
H 2.5859 -0.0090 4.7636
H -3.2000 -3.4225 -2.3971
H -1.2947 3.3271 6.3346
H 1.9814 1.8633 6.2607
H 3.4512 0.3735 1.0613
H 2.6086 -2.3629 -6.0997
H 0.7838 -6.2322 -1.6278
H 6.2431 3.5105 4.1853
H -2.1413 1.3767 5.1880
H 4.4370 -1.5360 -4.6356
H -3.0057 1.4156 -5.8128
H 1.0574 -3.8904 -2.3160
H 2.0413 3.9212 3.4294
H 2.4018 -0.6235 -0.6835
H -1.5410 -0.4930 3.7163
*
```

Results of the Löwdin charge analysis, in e, for atoms 1 through 8: 0.83 1.08 0.96 0.95 0.62 1.15 -0.08 -0.35

(2)
This record from the Open Molecules 2025 dataset describes C37H33BrF4MnN6OP as an isolated structure. The level of theory is wB97M-V/def2-TZVPD.

HOMO (spin up / spin down)   -13.7 / -13.8 eV
Energy relative to the best compared isomer or geometry (same formula, charge and spin)   7.7 kcal/mol
Electronic energy   -171402.5022 eV

Geometry as ORCA input:
```
! RIJCOSX wB97M-V def2-TZVPD def2/J DEFGRID3
* xyz 2 5
Br 0.6021 -2.0298 -0.8712
Mn -0.5269 0.0142 -0.1064
P 2.2714 0.6225 0.0423
F 5.3566 -0.1082 0.1488
F 2.2809 -4.4556 -0.7889
F 4.9613 -4.7591 -0.2553
F 6.4722 -2.5043 0.1797
O -3.6385 1.5228 1.7032
N -0.3624 1.5837 -1.6321
N -0.8123 -0.5798 1.9643
N -2.7115 -2.5868 0.6868
N -1.6760 1.3478 0.5333
N -2.2686 -1.1856 -1.0581
N -4.3293 -2.3141 -0.9631
C 0.4525 2.6236 -3.6195
C -2.0231 2.5510 -0.1998
C 3.0427 -3.4086 -0.4935
C 3.2847 2.4342 4.1412
C 4.0698 1.6870 1.9943
C -3.4777 -3.5547 1.4463
C -2.6126 -0.5024 3.5464
C 3.7680 0.9629 -2.2967
C -0.7075 -1.8819 3.9567
C -2.5999 -0.8169 -2.4217
C -3.1156 -2.0201 -0.4760
C -1.9498 -1.4105 4.3582
C 3.1827 -0.9978 -0.1122
C 2.7649 1.3550 1.6363
C 4.3227 2.1935 3.2556
C -1.1779 2.6301 -1.4276
C -0.3960 3.7062 -3.4146
C 4.0378 3.6999 -1.9257
C -4.9532 -3.3257 1.1705
C -1.9975 -0.0920 2.3740
C 3.3129 2.9579 -1.0127
C 4.5007 1.7116 -3.1960
C -5.1578 -3.3282 -0.3379
C 1.7169 1.6461 2.5087
C 4.4056 -3.5638 -0.2439
C 5.1678 -2.4187 -0.0079
C 2.4626 -2.1495 -0.4224
C 1.9759 2.1966 3.7495
C 4.6490 3.0766 -3.0024
C 0.4282 1.5843 -2.7096
C 4.5605 -1.1621 0.0253
C -4.0708 -0.4247 -2.4988
C -0.1816 -1.4530 2.7491
C 3.2065 1.5801 -1.1799
C -4.8889 -1.6514 -2.1273
C -2.5592 1.0011 1.5145
C -1.2232 3.7048 -2.3062
H -4.3361 -0.0781 -3.4965
H 5.3420 2.4093 3.5351
H 3.6540 -0.1037 -2.4522
H 0.6954 1.4594 2.1825
H 2.8563 3.4351 -0.1560
H -6.2011 -3.1130 -0.5733
H 3.4968 2.8263 5.1231
H -3.2501 -3.4143 2.5054
H -4.2573 0.3749 -1.7783
H -3.5743 -0.0890 3.8093
H -0.4118 4.5408 -4.0978
H -4.9132 -2.3622 -2.9622
H -1.7166 -2.5722 0.8453
H -5.9203 -1.3648 -1.9026
H 1.0596 0.7143 -2.8498
H -2.3842 -1.7270 5.2927
H 4.9695 1.2256 -4.0364
H -5.5573 -4.1089 1.6252
H 1.1597 2.4473 4.4085
H -1.9022 4.5190 -2.1086
H 5.2416 3.6526 -3.6923
H -3.1954 -4.5778 1.1698
H -5.2565 -2.3627 1.5838
H -1.8643 3.4301 0.4416
H -0.1448 -2.5668 4.5682
H -1.9538 0.0023 -2.7426
H 4.8883 1.5784 1.3073
H -3.0936 2.5561 -0.4530
H 4.1417 4.7648 -1.7876
H -2.4044 -1.6757 -3.0784
H -4.9138 -4.3141 -0.7544
H 0.7920 -1.7946 2.4191
H 1.1119 2.5765 -4.4713
*
```

Results of the Löwdin charge analysis, in e, for atoms 1 through 8: 1.02 0.66 1.09 0.12 0.10 0.18 0.17 0.13

(3)
This record from the Open Molecules 2025 dataset describes C37H33I2N2OP2PdS as an isolated structure. The level of theory is wB97M-V/def2-TZVPD.

HOMO (spin up / spin down)   -9.9 / -10.1 eV
Energy relative to the best compared isomer or geometry (same formula, charge and spin)   20.5 kcal/mol
Electronic energy   -93021.5203 eV

Geometry as ORCA input:
```
! RIJCOSX wB97M-V def2-TZVPD def2/J DEFGRID3
* xyz 1 3
I 5.2015 -3.4004 3.2807
I 3.8696 -0.5536 8.2826
Pd 1.3113 -0.1633 1.3610
S -3.5433 -1.2088 -4.4222
P -0.7648 0.6414 0.5299
P 0.8220 -1.1853 -0.8811
O 2.8296 -1.4963 2.3148
N 1.3931 0.4581 3.5090
N -0.5660 -0.1160 -0.9688
C 4.6227 0.2823 -0.6841
C 3.0542 -1.2742 3.5061
C 2.4771 -0.0347 5.6005
C -3.1395 4.3868 -0.6510
C 1.6747 0.9326 6.2245
C 0.5520 -3.1302 -2.8369
C 2.2253 0.0093 -0.9083
C -2.8560 -2.5106 2.1420
C -2.5445 0.1965 2.6362
C -1.7468 2.1134 0.1481
C -2.0795 -1.7352 1.2896
C 0.7692 1.6424 5.4790
C -3.3159 -0.5777 3.4916
C -1.0613 3.2911 -0.1578
C 0.5956 -3.6511 -4.1257
C 0.9179 -1.8073 -2.5983
C 2.2797 -0.2436 4.2352
C 3.4905 -0.5203 -0.6301
C 0.6683 1.3823 4.1118
C -3.8300 3.2235 -0.3312
C 3.2528 2.1663 -1.2785
C -1.9158 -0.3747 1.5272
C -1.9246 0.5773 -2.9554
C -3.4702 -1.9369 3.2459
C 4.0647 -1.9999 4.2564
C 2.1244 1.3640 -1.2342
C 1.3944 -1.5310 -4.9461
C 1.0191 -2.8520 -5.1770
C -3.1384 2.0887 0.0734
C -1.7544 4.4241 -0.5608
C 4.2595 -1.7563 5.6036
C -2.4635 -1.0200 -5.8553
C -3.2711 0.4074 -3.6536
C -1.7356 -0.4201 -1.8226
C 1.3439 -1.0097 -3.6622
C 4.5033 1.6275 -1.0032
C 3.4927 -0.8143 6.2760
H 5.3842 2.2570 -1.0412
H -0.0122 1.9416 3.4836
H 1.7782 1.1148 7.2860
H 5.0187 -2.3100 6.1390
H 1.6501 0.0149 -3.4853
H -1.8555 1.5933 -2.5521
H -4.0759 -2.5435 3.9073
H -2.5890 -1.9134 -6.4661
H -1.2162 5.3332 -0.8001
H -1.5988 -2.1981 0.4376
H -3.6846 5.2698 -0.9627
H -2.6359 -0.4459 -1.2000
H 1.0635 -3.2577 -6.1805
H -2.4549 1.2625 2.8207
H -2.7579 -0.1499 -6.4437
H -1.1077 0.4630 -3.6733
H -4.0866 0.5249 -2.9346
H -1.6311 -1.4221 -2.2358
H -1.4159 -0.9420 -5.5699
H 1.1530 1.7736 -1.4808
H 0.0205 3.3204 -0.0813
H 0.2340 -3.7563 -2.0100
H -3.4054 1.1722 -4.4213
H -3.6853 1.1877 0.3237
H 3.1592 3.2153 -1.5364
H 1.7327 -0.9114 -5.7684
H 0.1410 2.3970 5.9332
H -2.9798 -3.5678 1.9414
H -4.9109 3.1985 -0.3953
H 5.5961 -0.1430 -0.4713
H 0.3075 -4.6801 -4.3047
H -3.8076 -0.1196 4.3424
H 3.5844 -1.5702 -0.3805
*
```

Results of the Löwdin charge analysis, in e, for atoms 1 through 8: 1.04 1.06 0.56 0.81 0.91 0.97 -0.07 0.04